<w>
# CH6N3O2

2 unconnected molecules or ions with the total composition CH6N3O2 (ωB97M-V/def2-TZVPD, the OMol25 dataset).

Calculated values
HOMO energy   -14.41 eV
HOMO-LUMO gap   9.52 eV
LUMO   -4.9 eV

```
! RIJCOSX wB97M-V def2-TZVPD def2/J DEFGRID3
* xyz 1 1
H -1.685 0.514 0.852
O 1.165 -1.254 0.213
H 0.214 2.520 -1.318
H -1.909 -1.164 -1.147
N 1.768 -0.014 0.141
N 0.560 1.977 -0.495
C 1.157 1.009 -0.275
H -1.266 -0.920 1.525
H 2.798 -0.034 0.396
O -1.233 -0.889 -0.495
H 0.245 -1.216 -0.150
N -1.814 -0.528 0.753
*
```

---

<x>
# CH6N3O2

A gas-phase ion, CH6N3O2 (charge +1) (ωB97M-V/def2-TZVPD, the OMol25 dataset).

Calculated values
HOMO energy   -14.34 eV
HOMO-LUMO gap   10.68 eV
LUMO   -3.7 eV
Structure (SMILES)   NN/C(O)=[NH+]/O

```
! RIJCOSX wB97M-V def2-TZVPD def2/J DEFGRID3
* xyz 1 1
H -2.928 -0.976 -0.076
H 0.579 1.548 -0.509
H 1.621 -0.723 0.936
O -0.821 -1.359 0.108
N 0.563 0.586 -0.205
N -1.873 0.582 0.127
H -0.050 -1.761 -0.323
C -0.701 -0.051 0.026
O -3.095 -0.038 0.093
H 2.581 0.168 -0.043
N 1.704 -0.339 0.001
H -1.844 1.528 -0.213
*
```

---

It turns out <x> is the most stable, with the second structure 48.8 kcal/mol higher.

---

<w>
# C2H4I2S

A molecular structure, C2H4I2S (ωB97M-V/def2-TZVPD, the OMol25 dataset).

Calculated values
HOMO energy (spin up / spin down)   -8.19 / -7.92 eV
HOMO-LUMO gap (spin up / spin down)   7.80 / 7.13 eV
LUMO (spin up / spin down)   -0.4 / -0.8 eV

```
! RIJCOSX wB97M-V def2-TZVPD def2/J DEFGRID3
* xyz 0 1
H -2.159 -0.375 0.074
I 0.115 1.101 -2.263
S -1.825 0.813 0.478
C 0.969 -0.302 -0.983
H -0.455 -0.748 1.661
C -0.399 0.196 1.243
I 3.150 -0.421 -0.968
H 0.509 -1.199 -1.149
H 0.096 0.935 1.907
*
```

---

<x>
# C2H4I2S

A molecular structure, C2H4I2S (ωB97M-V/def2-TZVPD, the OMol25 dataset).

Calculated values
HOMO energy (spin up / spin down)   -7.60 / -8.09 eV
HOMO-LUMO gap (spin up / spin down)   6.90 / 7.97 eV
LUMO (spin up / spin down)   -0.7 / -0.1 eV

```
! RIJCOSX wB97M-V def2-TZVPD def2/J DEFGRID3
* xyz 0 1
C -0.496 0.601 -0.454
I 3.153 1.432 -0.057
H -0.686 1.627 -0.498
H 0.104 -1.360 -1.598
S -0.351 -0.171 -1.967
H -0.674 0.025 0.421
C 1.831 -0.035 0.626
H 1.661 0.162 1.599
I 2.217 -1.984 -0.073
*
```

---

It turns out <x> is the most stable, with the second structure 2.6 kcal/mol higher.

---

<w>
# C4H13NO2

2 unconnected molecules or ions with the total composition C4H13NO2 (ωB97M-V/def2-TZVPD, the OMol25 dataset).

Calculated values
HOMO energy (spin up / spin down)   1.13 / -5.12 eV
HOMO-LUMO gap (spin up / spin down)   2.35 / 9.07 eV
LUMO (spin up / spin down)   3.5 / 4.0 eV
Expectation value of S²   0.750

```
! RIJCOSX wB97M-V def2-TZVPD def2/J DEFGRID3
* xyz -1 2
N -1.131 0.023 -1.335
C 0.318 -0.003 -1.507
H -2.515 1.223 -0.324
C 0.829 -1.369 0.626
H 1.731 -1.863 1.011
O -0.389 -2.058 0.879
H 0.834 -0.412 1.162
H -0.224 -2.700 1.577
C 1.061 -1.176 -0.872
H 2.139 -1.028 -1.004
H -1.913 -0.161 0.652
O 0.819 3.429 1.724
H 1.489 3.814 1.128
H 0.722 0.913 -1.072
H 0.774 -2.120 -1.348
H -1.519 -0.893 -1.508
H 0.254 3.034 1.035
H -0.846 1.177 0.368
H 0.502 -0.003 -2.587
C -1.651 0.604 -0.088
*
```

---

<x>
# C4H13NO2

3 unconnected molecules or ions with the total composition C4H13NO2 (ωB97M-V/def2-TZVPD, the OMol25 dataset).

Calculated values
HOMO energy (spin up / spin down)   1.10 / -5.53 eV
HOMO-LUMO gap (spin up / spin down)   1.93 / 8.49 eV
LUMO (spin up / spin down)   3.0 / 3.0 eV
Expectation value of S²   0.750

```
! RIJCOSX wB97M-V def2-TZVPD def2/J DEFGRID3
* xyz -1 2
H 1.826 -0.771 3.411
C 1.170 1.249 -0.082
H -0.913 1.811 0.047
C -0.312 0.884 0.056
H -1.417 -0.772 -0.976
C -0.611 -0.042 -1.190
H 2.660 0.072 -1.020
H 0.828 -0.805 -2.656
C 0.802 -0.662 -1.532
H -0.415 0.364 1.035
H 0.873 -1.471 -0.802
O -3.439 -0.159 0.444
H -4.270 -0.580 0.811
H -4.009 0.083 -0.357
H 1.478 0.966 0.927
H -0.864 0.600 -2.027
H 1.471 2.290 -0.446
O 1.468 -1.333 2.740
H 1.964 -2.112 2.817
N 1.711 0.387 -1.199
*
```

---

It turns out <w> is the most stable, with the second structure 11.4 kcal/mol higher.

---

<w>
# C16H19FN4O2

A molecular structure, C16H19FN4O2 (ωB97M-V/def2-TZVPD, the OMol25 dataset).

Calculated values
HOMO energy   -8.33 eV
HOMO-LUMO gap   8.91 eV
LUMO   0.6 eV

```
! RIJCOSX wB97M-V def2-TZVPD def2/J DEFGRID3
* xyz 0 1
H 0.395 -3.235 -0.500
H 5.223 4.489 -0.068
C -0.882 -2.025 -1.852
H 0.135 2.557 -0.026
H -2.001 -3.236 -3.382
H 3.596 2.987 -1.296
C 3.319 3.402 -0.165
O -3.960 -2.864 -3.499
H -3.948 -0.688 0.424
C -2.772 -2.402 0.492
H -0.401 -2.160 -2.687
C -0.363 -2.277 1.557
C 4.209 4.641 1.625
H -2.886 -0.119 -2.009
H 4.994 5.123 2.208
C -2.807 -2.891 -3.214
C 3.051 4.294 2.226
C -0.684 -2.970 -0.757
N -1.375 -2.602 0.534
C 1.123 0.784 0.735
H -3.038 -2.595 1.610
N -0.060 0.046 0.476
C -2.873 -1.068 -0.100
N -2.311 -2.092 -2.224
C 2.092 3.579 1.801
C 4.369 3.952 0.362
C -3.135 -0.966 -1.614
H -2.159 -0.298 0.143
F 1.237 2.917 2.540
H -1.091 -3.939 -0.925
H -3.412 -3.050 0.019
C 2.350 2.941 0.397
H -1.099 -2.085 2.547
C 0.422 -1.021 1.219
N 2.225 0.244 1.260
H 2.904 4.651 3.508
H -0.493 -1.025 -1.623
H 0.228 -2.824 1.946
O 1.646 -0.907 1.415
H -4.195 -1.458 -1.675
C 1.117 2.114 -0.054
H 1.309 2.076 -1.372
*
```

---

<x>
# C16H19FN4O2

A single C16H19FN4O2 molecule (ωB97M-V/def2-TZVPD, the OMol25 dataset).

Calculated values
HOMO energy   -9.17 eV
HOMO-LUMO gap   9.87 eV
LUMO   0.7 eV
Structure (SMILES)   O=CN1CCCN(Cc2nc(Cc3ccccc3F)no2)CC1

```
! RIJCOSX wB97M-V def2-TZVPD def2/J DEFGRID3
* xyz 0 1
H -1.308 3.642 -2.803
N 1.038 -1.876 -0.928
C -0.607 3.200 -2.096
O 0.470 -2.970 4.032
C -0.432 2.783 0.386
H -0.368 2.440 2.495
H 0.931 -1.019 3.721
H -0.436 -3.836 2.084
H 0.355 3.714 -2.149
H -2.583 3.446 2.907
F -3.120 4.359 -1.446
C -2.917 3.917 0.851
H 1.848 -0.047 -0.350
C 0.600 -1.999 3.325
C 1.387 -3.280 -0.803
H -3.887 4.366 1.001
C -2.184 3.403 1.905
C 0.428 -0.145 -2.474
H 2.530 -1.438 0.516
C -1.152 3.287 -0.691
H 0.854 -2.131 -2.983
C -2.394 3.849 -0.428
C 1.227 -1.383 -2.281
C -0.047 -3.163 1.317
H 0.930 0.025 1.865
N 0.668 1.044 -2.009
H 0.955 -4.898 0.526
H 2.021 -3.697 1.234
C 0.581 -0.776 1.210
H 2.440 -3.465 -1.081
H 0.754 -3.822 -1.512
H -0.361 -0.463 0.744
C -0.406 1.772 -2.441
O -0.712 -0.192 -3.167
C 1.609 -1.015 0.094
H 2.285 -1.168 -2.513
H 0.534 2.340 0.198
H -0.834 -2.922 0.600
C -0.942 2.838 1.671
C 1.138 -3.827 0.607
N 0.354 -1.953 2.006
N -1.243 1.059 -3.138
*
```

---

It turns out <x> is the most stable, with the second structure 317.7 kcal/mol higher.

---

<w>
# C4H4Cl2

A single C4H4Cl2 molecule (ωB97M-V/def2-TZVPD, the OMol25 dataset).

Calculated values
HOMO energy (spin up / spin down)   -9.36 / -8.74 eV
HOMO-LUMO gap (spin up / spin down)   7.97 / 6.46 eV
LUMO (spin up / spin down)   -1.4 / -2.3 eV

```
! RIJCOSX wB97M-V def2-TZVPD def2/J DEFGRID3
* xyz 0 1
Cl -1.235 1.577 3.523
C -0.870 -0.279 -1.216
H -1.751 0.318 -1.534
H 2.160 0.595 0.131
Cl -0.759 -0.154 1.897
C 0.236 0.557 -0.946
H 1.854 -1.160 -0.351
H -0.825 -1.296 -1.639
C -0.155 -0.045 0.354
C 1.345 -0.112 -0.218
*
```

---

<x>
# C4H4Cl2

A molecular structure, C4H4Cl2 (ωB97M-V/def2-TZVPD, the OMol25 dataset).

Calculated values
HOMO energy   -10.14 eV
HOMO-LUMO gap   10.48 eV
LUMO   0.3 eV

```
! RIJCOSX wB97M-V def2-TZVPD def2/J DEFGRID3
* xyz 0 1
C 0.695 0.773 -0.645
Cl -2.335 -0.948 1.267
H -0.474 0.576 1.758
H -1.326 0.270 -0.679
C -0.584 -0.389 1.274
H 2.839 1.488 -1.947
C -0.432 -0.101 -0.303
H -0.073 -1.257 1.600
Cl -0.158 -1.567 -1.336
C 1.848 1.155 -0.990
*
```

---

It turns out <x> is the most stable, with the second structure 74.1 kcal/mol higher.